C4H9NO2 | wB97M-V/def2-TZVPD

Computed properties:
LUMO level: 0.7 eV
HOMO-LUMO gap: 10.71 eV
Spin multiplicity: 1
Total charge: 0

Last column: Mulliken charge in e.
Positions of all 16 atoms, in Å:
H  -0.1855  -0.0596  1.2695  0.24
O  -0.6691  -2.2477  -0.0902  -0.56
H  -2.0496  -1.0965  -0.9956  0.35
C  -1.1655  1.3737  -0.0803  -1.01
H  -1.9660  -0.1383  1.2608  0.33
N  1.5704  -0.6498  -0.5961  -0.25
H  -1.8841  1.3435  -0.9080  0.33
C  -1.0725  0.0198  0.6294  -0.10
H  -0.2012  1.7036  -0.4832  0.26
H  1.6529  -0.5675  -1.5937  0.17
C  2.3579  0.0610  0.2423  0.02
H  -1.4995  2.1333  0.6305  0.30
H  3.0576  0.7315  -0.2876  0.35
H  1.0039  -1.4044  -0.2251  0.27
O  2.3028  -0.0083  1.4543  -0.56
C  -1.2527  -1.1943  -0.2273  -0.16

---

C58H53N4 | wB97M-V/def2-TZVPD

Computed properties:
LUMO level: -3.3 eV
HOMO-LUMO gap: 5.66 eV
Spin multiplicity: 1
Total charge: +1

Last column: Mulliken charge in e.
Positions of all 115 atoms, in Å:
C  -3.1451  4.7598  -2.4902  -1.79
C  6.5014  2.4412  -0.8272  -1.35
C  0.5380  5.1145  -0.6419  -1.14
C  -3.6327  -0.4529  -0.9194  -0.65
H  -3.9805  4.7839  -3.1985  0.45
H  4.5606  1.7118  -2.6409  0.35
C  3.6207  -1.5330  -0.0945  1.35
H  -4.6885  1.9268  1.8193  0.52
H  -2.3025  -3.5444  -0.2562  0.53
C  -5.2560  -6.4701  0.5679  -0.41
C  6.6691  -2.2068  3.4071  -0.71
H  -1.3036  2.7273  2.0496  0.37
C  -2.6138  3.4457  -0.3961  -0.52
C  2.6533  4.6724  1.4438  -1.77
H  -5.7204  -6.0481  2.6516  0.39
C  1.7252  -1.1384  -1.5353  -1.18
H  1.1430  -1.3830  -2.4248  0.69
H  6.4557  -6.5754  -2.3916  0.38
C  3.1961  -0.4717  0.7420  -0.87
C  -5.2496  -4.2668  1.5537  0.00
C  -5.5659  -1.4863  0.9104  -1.19
H  -2.2844  4.3239  -3.0112  0.27
H  -6.9888  1.5376  -0.1252  0.16
H  -1.3390  1.3236  0.9499  0.09
C  2.8869  -1.8249  -1.2591  -0.97
C  5.6062  -1.8748  1.2737  -0.34
H  -5.4124  -3.5921  2.3975  0.38
H  -2.9179  5.8017  -2.2313  0.38
C  -6.0794  -0.0820  2.8065  -0.77
C  6.1052  -5.7044  -1.8352  -0.37
H  4.4685  -6.7634  -0.8974  0.37
H  3.4498  4.7206  2.1939  0.46
C  -1.1955  -0.3797  -1.0885  0.31
H  5.1428  3.7890  1.0904  0.41
H  6.0212  -0.0654  0.2218  0.13
C  -4.3705  2.4623  0.9216  -0.42
C  -5.4289  -5.6427  1.6820  -0.77
C  4.9659  -5.8019  -1.0303  -0.79
C  -4.8227  -3.7286  0.3308  0.01
C  6.7911  -4.4921  -1.9415  -0.80
C  -7.4351  -0.1371  2.4692  -0.48
H  -0.2569  -2.3704  -0.9047  0.36
C  3.1443  3.8182  0.3192  1.28
C  2.0483  0.2436  0.4418  -0.75
C  4.1680  2.2819  -1.7943  -0.87
C  -3.5537  3.9520  -1.3016  0.85
H  2.2962  1.1009  -3.2093  0.43
C  6.2213  -0.6287  1.1327  0.20
C  1.9320  2.0763  -2.8630  -1.70
H  -4.7878  -6.5668  -1.5437  0.37
H  7.9077  -0.5726  4.0834  0.39
H  -4.0657  -0.6890  2.2464  0.46
C  -2.3453  -2.4851  -0.5248  -0.98
C  -4.8783  -5.9286  -0.6657  -0.84
C  2.7985  2.5700  -1.7528  1.49
H  -4.6071  0.0371  -0.9577  0.54
H  -7.4075  3.2269  -0.4400  0.42
C  5.0310  2.7318  -0.7883  0.77
H  -7.0845  2.6763  1.2227  0.35
N  -4.6564  -2.3336  0.2124  0.83
H  -8.9060  -0.8617  1.0482  0.42
H  -2.5609  1.1922  -1.7709  0.66
H  6.8171  2.1808  -1.8427  0.36
C  5.1351  -3.4470  -0.5089  -1.15
C  -3.5623  -1.7772  -0.4334  0.48
C  -6.7823  2.5714  0.1768  -1.37
H  -4.2664  -4.1269  -1.7187  0.50
H  -7.2162  -2.1220  -0.3055  0.47
H  1.2556  5.9143  -0.6506  0.76
H  -0.1905  1.8086  -0.6833  0.39
C  -0.0764  0.4034  -0.8340  -0.41
H  5.4245  -3.6954  2.3921  0.45
H  3.5220  -4.7007  0.1670  0.43
C  2.3002  3.3428  -0.6922  -0.49
H  1.7640  4.2768  1.9501  0.23
C  -0.7782  5.1396  -0.5273  -0.86
H  6.8452  -2.4160  -1.3204  0.39
H  -5.6300  3.9334  -1.8670  0.40
H  7.6919  -4.4082  -2.5539  0.39
N  -1.2350  3.7943  -0.5494  0.80
H  -5.7597  0.4443  3.7108  0.46
C  7.0629  -0.1561  2.1436  -0.37
H  7.5451  0.8176  2.0306  0.41
C  -0.1703  2.9925  -0.7047  0.24
C  -1.1929  -1.8169  -0.8826  -0.83
N  4.7183  -2.3134  0.2522  0.87
H  7.0842  3.3074  -0.4904  0.45
C  4.4936  3.4597  0.2756  -1.01
C  6.3169  -3.3703  -1.2634  0.18
H  0.8894  1.9395  -2.5623  0.09
C  -4.9006  3.6203  -1.1167  -1.15
C  1.2120  -0.1473  -0.6405  0.93
C  5.8750  -2.6990  2.3694  -0.36
H  1.9485  2.7544  -3.7294  0.48
C  7.2651  -0.9442  3.2846  -0.57
H  1.7398  1.0911  1.0609  0.47
C  -5.3299  2.8999  0.0019  0.64
C  -1.9634  2.0014  1.5524  -1.38
H  6.7605  1.6099  -0.1608  0.07
H  -5.3990  -7.5451  0.6612  0.38
H  6.8250  -2.8194  4.2984  0.39
H  -8.1707  0.3758  3.0922  0.44
C  -6.9205  -1.5300  0.5655  -0.11
C  -3.0010  2.6598  0.6982  0.90
N  0.9326  3.7518  -0.6842  0.61
H  3.7466  -0.2482  1.6578  0.51
C  4.4447  -4.6620  -0.4129  0.31
H  -2.4307  1.3763  2.3244  0.41
C  -5.1315  -0.7251  2.0043  0.62
C  -4.6178  -4.5601  -0.7809  -0.13
C  -2.4882  0.1971  -1.3354  -1.00
H  3.2448  -2.6151  -1.9156  0.52
H  -1.4518  5.9654  -0.4010  0.74
C  -7.8517  -0.8350  1.3312  -0.82
H  2.4518  5.7042  1.1305  0.38

---

C3H4Cl2O | wB97M-V/def2-TZVPD

Computed properties:
LUMO level: 0.7 eV
HOMO-LUMO gap: 9.29 eV
Spin multiplicity: 1
Total charge: 0

Last column: Mulliken charge in e.
Positions of all 10 atoms, in Å:
Cl  -2.2253  -1.0333  -1.9569  -0.17
H  1.5927  -0.6580  1.0086  0.27
C  1.2343  0.4982  0.7190  -0.65
O  -0.1660  0.3673  1.1292  -0.35
H  1.8671  1.0114  1.4614  0.21
H  1.3025  0.8938  -0.3800  0.33
Cl  0.5089  -0.8326  -1.6620  -0.28
H  -1.9820  0.1553  0.4821  0.41
C  -1.0419  0.1088  0.1885  -0.27
C  -1.0902  -0.5110  -0.9900  0.52

---

C5H12O | wB97M-V/def2-TZVPD

Computed properties:
LUMO level: 0.9 eV
HOMO-LUMO gap: 10.98 eV
Spin multiplicity: 1
Total charge: 0

Last column: Mulliken charge in e.
Positions of all 18 atoms, in Å:
H  1.3986  0.2705  2.4868  0.36
C  -1.3834  0.3644  0.7204  -1.50
H  0.0003  -0.6142  -2.8132  0.37
H  0.1554  1.2948  -1.0477  0.37
H  -1.5313  -0.2549  -2.0312  0.33
H  1.2002  -1.6605  0.4946  0.40
H  -1.7037  0.8295  -0.2311  0.32
H  -1.5479  1.1349  1.4690  0.35
O  0.3004  -1.4996  0.8330  -0.59
H  -2.0519  -0.4874  0.8387  0.34
H  -0.5842  -1.6456  -1.4930  0.28
C  -0.5080  -0.6132  -1.8462  -1.12
H  1.3818  0.0153  -1.0097  0.46
C  1.2141  0.6142  1.4551  -1.50
H  2.1632  0.4276  0.9250  0.35
H  1.0670  1.6944  1.4831  0.35
C  0.3277  0.2220  -0.8621  -0.91
C  0.1015  -0.0921  0.6284  1.35

---

C37H41GeMnN4O4P2S | wB97M-V/def2-TZVPD

Computed properties:
LUMO level (alpha / beta): -2.9 / -2.9 eV
HOMO-LUMO gap (alpha / beta): 7.50 / 7.85 eV
Spin multiplicity: 6
Total charge: +1

Last column: Mulliken charge in e.
Positions of all 91 atoms, in Å:
C  -1.4127  0.6003  -6.3375  -0.95
C  -2.3122  -3.9799  -3.4783  -0.52
H  -2.1597  2.7417  0.2314  0.88
C  -1.2694  3.2280  -2.3443  -0.88
P  2.8834  -0.2189  0.4506  1.15
C  -1.8505  1.8538  -0.3326  -1.05
C  0.4340  -1.4402  3.3925  -0.54
H  -2.1854  1.0393  -6.9538  0.47
H  2.2234  1.7851  -2.2192  0.35
H  -3.2642  -4.0513  -0.2219  0.40
C  -6.2205  0.3205  0.0805  -0.72
C  -0.1170  -1.6574  4.6410  -1.33
H  1.8887  -0.2390  -6.4877  0.55
C  -0.1352  0.4302  -6.8616  -0.66
H  -3.9711  -1.2374  -3.5209  -0.13
C  -1.3242  -1.0431  4.9433  -0.59
C  -4.3634  -1.0138  -0.6925  -0.11
C  0.5732  -0.4739  -4.8026  0.27
H  -0.1772  -4.1373  -1.6817  -0.27
H  4.5506  -0.3248  2.2042  0.43
H  -1.6585  -7.1877  -2.6341  0.39
H  0.3915  -2.2908  5.3542  0.48
H  1.6982  3.4738  -3.9343  0.51
P  0.8005  -3.0247  0.2332  1.46
C  0.8285  -4.0663  -1.2633  -0.88
H  0.8265  -5.0611  1.5545  0.49
H  -0.6364  4.3975  -4.0239  0.46
H  3.4346  1.0365  2.4322  0.44
H  -4.6440  -1.1636  2.6819  0.45
C  -4.0886  -1.3763  0.6266  0.63
H  3.3263  -2.0058  -1.0857  0.21
O  1.8606  -2.5554  -3.8633  -0.72
H  4.4783  -2.0358  0.2383  0.72
H  -2.2806  3.6143  -2.3231  0.50
C  -2.7964  -3.5073  -2.2568  0.29
C  -0.6975  -0.3317  -4.2719  0.84
C  -1.7116  0.2216  -5.0336  -0.54
C  -4.8732  -0.8940  1.6598  -0.85
C  -5.4375  -0.1628  -0.9572  -0.41
H  2.9243  -0.5829  2.8761  0.26
C  2.5970  -3.0152  0.6964  -1.53
H  3.0096  -3.9996  0.4584  0.67
O  -2.9084  1.4798  2.0644  -0.79
H  3.8473  1.8649  -0.3266  0.44
C  -1.2835  -0.0756  2.7616  0.75
H  5.0847  0.6153  -0.0885  0.49
C  1.2366  2.2160  -2.2711  0.01
C  0.9371  3.1528  -3.2372  -1.16
N  0.4544  -1.0981  -2.3502  -0.13
Mn  0.3493  -0.3279  0.0328  0.93
C  3.5051  -0.0156  2.1543  -1.22
H  1.1801  -5.0673  -1.0057  0.60
H  0.0675  0.7322  -7.8801  0.46
H  -0.0656  -3.7816  2.4098  0.31
H  4.0366  0.5669  -1.5222  0.24
C  -0.8805  2.2862  -1.3908  0.56
C  -1.9714  -6.1574  -2.5283  -0.61
C  0.1301  -4.2283  1.4383  -1.22
C  0.8898  -0.1148  -6.0932  -0.91
H  -3.2334  -2.0005  0.8618  0.17
N  -0.1253  -0.6675  2.4586  0.32
H  -1.5175  -5.6493  -4.5632  0.45
O  -1.7401  -0.7471  -2.0884  0.22
H  -7.0458  0.9874  -0.1296  0.42
C  -5.9387  -0.0491  1.3860  -0.59
H  -2.2642  -3.3215  -4.3402  0.39
H  1.3699  -1.9166  3.1292  0.70
H  -2.8422  0.2904  4.1522  0.62
H  -0.8098  -4.6178  1.0465  0.23
H  -2.5366  -6.3812  -0.4716  0.45
C  -0.3560  3.6630  -3.2798  -0.56
H  -5.6669  0.1294  -1.9763  0.38
C  -1.9108  0.8375  1.7335  -0.43
H  -6.5455  0.3319  2.1964  0.39
H  2.6655  -2.9106  1.7826  0.49
H  -2.7000  0.3791  -4.6258  0.55
C  -2.4606  -5.7028  -1.3114  -0.49
N  0.3481  1.7693  -1.3712  0.21
C  -2.8663  -4.3830  -1.1736  -0.03
C  -0.6980  -0.7608  -2.8478  -0.23
Ge  -3.3722  -1.6734  -2.1814  0.45
C  3.4161  -1.9233  0.0017  -1.28
H  -1.7889  -1.1868  5.9098  0.44
N  -1.2820  0.8722  0.5575  0.29
C  4.0780  0.8086  -0.4631  -1.39
C  -1.8934  -5.2953  -3.6127  -0.68
O  2.7103  -0.3389  -3.2170  -0.70
H  1.4770  -3.6427  -2.0278  0.40
S  1.6019  -1.1812  -3.5575  1.12
C  -1.9148  -0.2390  3.9877  -0.65
H  -2.7697  1.4941  -0.8103  -0.04

---

BH3OS | wB97M-V/def2-TZVPD

Computed properties:
LUMO level: -2.0 eV
HOMO-LUMO gap: 5.86 eV
Spin multiplicity: 1
Total charge: 0

Last column: Mulliken charge in e.
Positions of all 6 atoms, in Å:
H  -2.2586  0.2106  1.2715  0.09
H  2.7338  -0.9302  -0.2949  0.08
S  1.9406  0.1329  -0.3766  -0.67
H  -0.0026  0.1602  -0.7248  0.21
O  -1.0525  0.3229  -0.5250  -0.03
B  -1.3608  0.1035  0.6499  0.32

---

C7H12N2 | wB97M-V/def2-TZVPD

Computed properties:
LUMO level: 0.5 eV
HOMO-LUMO gap: 8.65 eV
Spin multiplicity: 1
Total charge: 0

Last column: Mulliken charge in e.
Positions of all 21 atoms, in Å:
N  2.7700  0.2468  -0.3154  -0.37
H  -0.7878  -2.7653  -0.4894  0.23
N  0.3459  0.9702  -0.2254  0.10
H  1.1909  -1.2571  0.5003  0.30
H  -2.4501  -2.4903  0.9340  0.23
H  -1.6212  -0.2382  1.0609  0.45
C  2.5510  -1.0910  0.4938  -0.63
C  -0.1930  -0.3009  -0.4774  -0.78
H  -2.4924  1.7630  -0.0640  0.20
H  -2.8871  -2.2968  -1.1712  0.24
C  -0.2792  2.1099  0.1537  0.10
C  -1.6218  2.4813  0.2253  -0.93
H  0.4223  2.8825  0.1764  0.33
C  -1.9221  -2.0450  -0.1865  -0.89
H  2.2362  1.9963  -1.1217  0.30
H  2.9272  -0.8067  1.9828  0.24
H  0.0469  -0.9545  -1.2468  0.62
C  -1.3324  -0.6830  0.1311  -0.22
H  -1.9433  3.4856  0.1037  0.30
H  3.2291  -2.0861  -0.0806  0.24
C  1.8109  1.0791  -0.3836  -0.06

---

C32H51N2O8PRuS3Si | wB97M-V/def2-TZVPD

Computed properties:
LUMO level (alpha / beta): 2.6 / 1.9 eV
HOMO-LUMO gap (alpha / beta): 7.23 / 6.96 eV
Spin multiplicity: 6
Total charge: -1

Last column: Mulliken charge in e.
Positions of all 99 atoms, in Å:
Ru  -0.2065  0.1812  -1.3451  1.30
O  -0.8792  -0.1714  1.4725  0.98
H  2.5060  3.5058  4.4202  0.46
C  0.4852  -4.7933  -0.6565  0.12
C  -1.8483  -5.1518  -1.1293  -0.58
H  -0.8387  4.3249  2.8611  0.20
H  1.3341  -1.5336  2.1323  0.03
H  -2.6793  -0.7306  3.4393  0.25
H  -5.6140  1.9584  3.1182  0.39
H  -0.5069  -2.8158  1.1857  0.10
H  -2.1983  -2.3802  1.4698  0.35
H  6.5293  1.6710  -0.6688  0.31
C  -0.4606  -7.0054  -0.5257  -0.32
C  -0.9520  -2.8198  -1.2695  0.12
C  3.7528  -2.0562  -2.1200  1.30
C  -2.6658  2.8613  -3.5715  -0.32
H  5.2361  -2.3713  -3.6483  0.32
C  -1.7096  -6.5053  -0.8870  -0.80
H  6.4063  0.4131  -1.9080  0.12
C  -4.7674  1.3105  -2.6548  -0.48
C  -4.0777  0.8567  1.0962  -1.17
C  0.6951  -1.2848  2.9779  -1.42
C  -3.2712  -0.5480  -2.1152  -0.82
H  -4.1226  -1.2299  -2.1430  0.32
C  -1.2178  -2.4799  1.9379  -1.66
C  -1.6309  -0.7979  3.7284  -1.70
H  -3.6799  4.1372  2.0976  0.32
C  -3.9516  3.3444  -3.6019  -0.39
C  4.8886  1.8697  -3.7177  -1.29
H  -3.8770  -0.1186  1.5419  0.10
C  -0.7673  -4.2765  -1.0235  0.38
H  -4.3747  0.9006  3.8196  0.35
O  0.1038  -2.0654  -1.2530  -0.52
S  2.0781  0.1086  0.0900  -0.71
C  1.6199  3.6410  1.8129  -1.50
C  -3.4619  0.8025  -2.5826  0.72
H  -4.2634  2.6532  4.0385  0.35
H  0.7779  -2.0911  3.7114  0.46
C  4.3848  -2.9083  -1.0434  -1.40
H  0.4263  4.9698  3.9256  0.48
H  2.2357  2.8744  1.3394  0.23
S  -0.9528  2.2739  -0.2521  -0.76
S  1.7645  0.5985  -3.0690  -0.33
H  0.9076  4.0025  1.0721  0.28
H  1.6010  -6.5300  -0.1238  0.42
C  5.1213  2.1128  -2.2382  0.52
H  1.4240  2.1970  4.9375  0.33
H  1.0486  -0.3563  3.4243  0.08
O  -2.3568  1.8880  2.4804  -0.05
H  4.8629  0.8027  -3.9424  0.19
H  -1.8307  3.4531  -3.9236  0.44
C  0.9057  3.0592  3.0279  1.88
H  -5.5817  0.6846  -2.3032  0.34
C  -5.0257  2.5715  -3.1401  -0.74
H  -3.3624  3.4288  0.5012  0.19
H  3.9521  2.3143  -4.0498  0.31
C  4.1532  -2.4503  -3.5247  -1.66
O  -1.1410  1.1567  -3.0469  -1.09
H  -0.3339  -8.0637  -0.3306  0.36
H  2.6644  -2.0971  -2.0324  -0.42
C  -2.3702  1.5779  -3.0497  -0.14
C  -0.7565  -1.1613  2.5316  2.04
H  -0.6035  3.6245  4.4660  0.32
O  0.2163  1.8603  2.6859  0.17
H  1.2773  -3.0905  -0.7305  0.06
H  2.6117  1.9073  3.6531  0.27
H  -1.3342  0.1541  4.1683  0.17
H  -5.0130  3.4560  1.1444  0.48
H  -6.0364  2.9569  -3.1700  0.39
H  4.0731  -2.5596  -0.0593  0.18
C  -0.0880  4.0597  3.6081  -1.61
H  3.6648  -1.8040  -4.2548  0.33
H  -5.1374  0.9082  0.8346  0.70
H  -1.5318  -1.5765  4.4883  0.63
Si  -0.9923  1.4726  1.6510  0.11
C  -3.7224  1.9803  2.0644  1.85
H  -1.2692  -3.2442  2.7164  0.54
C  -3.9592  3.3372  1.4081  -1.68
P  3.0678  0.4286  -1.5886  0.81
H  5.1538  3.1897  -2.0604  0.40
H  -2.8051  -4.7312  -1.4081  0.45
O  4.1744  -0.6829  -1.9070  0.02
H  -2.5619  -7.1659  -0.9763  0.40
C  0.6246  -6.1604  -0.4103  -0.68
H  7.2593  1.9296  -2.2631  0.45
H  -3.4947  0.9446  0.1794  -0.07
O  1.5765  -4.0153  -0.5140  -0.46
H  5.7117  2.3163  -4.2789  0.48
H  3.8518  -3.4807  -3.7198  0.44
O  4.0230  1.6857  -1.3965  -0.40
H  5.4745  -2.8611  -1.1110  0.40
C  1.9287  2.6442  4.0785  -1.75
N  -2.1628  -2.3897  -1.4708  -0.61
H  -4.1348  4.3400  -3.9901  0.38
C  6.4099  1.4886  -1.7369  -1.18
N  -2.1541  -1.0288  -1.7078  0.73
H  2.2581  4.4728  2.1217  0.46
H  4.0615  -3.9432  -1.1535  0.41
C  -4.5487  1.8650  3.3395  -1.83

---

Which value of total charge does entry 4 give?
0